A 2-piece molecular cluster, C4H14NO2 overall, computed with wB97M-V/def2-TZVPD.

Geometry as XYZ:
```
21
Properties=species:S:1:pos:R:3:mulliken_charge:R:1
O 0.759 -1.906 -1.947 -0.569
C -0.098 -2.792 -1.189 -0.411
C -0.844 -1.898 -0.199 -0.459
N 0.184 -1.084 0.628 -0.173
C -0.255 0.336 1.009 -0.375
C -0.281 1.211 -0.304 -1.005
H 0.950 -2.160 -2.930 0.333
H -0.859 -3.324 -1.838 0.367
H 0.620 -3.559 -0.786 0.281
H -1.646 -1.210 -0.595 0.295
H -1.362 -2.545 0.624 0.345
H 1.013 -1.172 0.038 0.373
H 0.508 -1.429 1.526 0.382
H -1.302 0.281 1.396 0.301
H 0.525 0.736 1.749 0.349
H -0.595 2.297 0.014 0.308
H 0.644 1.453 -0.882 0.323
H -0.980 0.842 -1.061 0.324
H 0.736 5.849 1.231 0.308
H 1.398 5.146 2.151 0.316
O 0.885 4.928 1.366 -0.613
```

Values from the calculation:
ΔE to the lowest compared entry with this formula, charge and spin ... 54.64 kcal per mole
HOMO-LUMO gap ... 11.09 eV
Total charge ... +1
E_HOMO ... -14.0713 eV
Calculated total energy ... -9952.3918 eV
2S+1 ... 1


C36H30IN4O2RuSSe as an isolated structure, computed with wB97M-V/def2-TZVPD.

Geometry as XYZ:
```
76
Properties=species:S:1:pos:R:3:mulliken_charge:R:1
Ru 0.217 -0.837 -0.254 -0.380
O -4.041 4.334 1.471 -0.728
C -4.211 3.119 1.658 0.196
O -5.197 2.455 2.039 -0.701
C -2.997 2.237 1.323 -0.264
C -2.132 2.585 0.293 -1.000
C -1.148 1.693 -0.097 0.516
N -1.029 0.510 0.519 1.051
C -1.838 0.156 1.526 0.414
C -2.818 1.018 1.967 -0.629
C -1.611 -1.235 1.994 -0.005
C -2.329 -1.789 3.039 -0.572
C -2.032 -3.071 3.465 -0.920
C -1.021 -3.766 2.827 -0.932
C -0.356 -3.158 1.777 -1.014
N -0.644 -1.928 1.346 1.384
C -0.183 1.868 -1.214 0.658
C -0.005 3.079 -1.858 -0.999
C 0.943 3.184 -2.863 -0.493
C 1.685 2.068 -3.203 -1.042
C 1.454 0.884 -2.525 -0.166
N 0.549 0.773 -1.550 0.908
H -2.284 3.539 -0.196 0.470
H -3.506 0.754 2.759 0.486
H -3.107 -1.210 3.516 0.520
H -2.575 -3.515 4.289 0.460
H -0.741 -4.766 3.129 0.521
H 0.425 -3.675 1.240 0.425
H -0.584 3.937 -1.548 0.472
H 1.106 4.130 -3.362 0.437
H 2.439 2.105 -3.977 0.437
H 1.982 -0.026 -2.779 0.382
S 0.798 -2.480 -1.976 -0.232
C 1.338 -4.094 -1.514 0.740
C 2.110 -4.325 -0.374 -0.352
C 2.525 -5.609 -0.048 -0.518
C 2.188 -6.681 -0.861 -0.528
C 1.444 -6.456 -2.015 -0.629
C 1.025 -5.177 -2.340 -0.605
H 2.388 -3.488 0.255 0.246
H 3.117 -5.770 0.846 0.427
H 2.507 -7.683 -0.606 0.396
H 1.193 -7.284 -2.665 0.391
H 0.444 -4.999 -3.237 0.436
I 3.553 1.946 3.557 0.121
C 3.511 0.720 1.888 -0.548
C 4.604 0.608 1.046 -0.164
C 4.497 -0.221 -0.057 -1.138
C 3.311 -0.894 -0.287 -0.034
N 2.255 -0.801 0.529 0.444
C 2.367 -0.012 1.608 -0.228
H 5.520 1.147 1.252 0.405
H 5.325 -0.350 -0.741 0.455
H 3.187 -1.551 -1.139 0.468
H 1.516 0.011 2.275 0.387
C -6.345 -4.397 1.572 -1.570
C -5.191 -3.708 0.892 0.766
C -4.084 -4.422 0.453 -1.217
C -3.051 -3.817 -0.253 0.881
C -1.887 -4.644 -0.712 -0.652
C -3.135 -2.444 -0.525 0.409
Se -1.839 -1.589 -1.664 0.135
C -4.224 -1.688 -0.059 1.024
C -4.416 -0.224 -0.356 -1.671
C -5.227 -2.344 0.651 -0.958
H -6.165 -5.467 1.671 0.358
H -7.263 -4.261 0.998 0.353
H -6.524 -3.985 2.567 0.338
H -4.029 -5.488 0.647 0.257
H -2.024 -5.694 -0.450 0.380
H -0.958 -4.299 -0.272 -0.467
H -1.760 -4.570 -1.794 0.350
H -3.500 0.253 -0.699 0.085
H -4.787 0.325 0.511 0.415
H -5.156 -0.102 -1.152 0.504
H -6.076 -1.762 0.997 0.446
```

Values from the calculation:
ΔE to the lowest compared entry with this formula, charge and spin ... 3.47 kcal per mole
HOMO-LUMO gap (spin up / spin down) ... 6.84 / 5.76 eV
Total charge ... 0
E_HOMO (spin up / spin down) ... -7.4565 / -7.4382 eV
Calculated total energy ... -134740.4533 eV
2S+1 ... 2


C19H11CrF2N3O7 as an isolated structure, computed with wB97M-V/def2-TZVPD.

Geometry as XYZ:
```
43
Properties=species:S:1:pos:R:3:mulliken_charge:R:1
Cr 0.693 -0.587 -0.220 0.454
O -2.821 3.511 1.005 -0.718
C -2.103 3.544 2.166 0.036
C -2.450 4.448 3.139 -0.510
C -1.731 4.535 4.338 -0.491
C -0.667 3.668 4.558 -0.642
C -0.320 2.730 3.615 -0.529
C -1.013 2.638 2.376 0.452
C -0.655 1.713 1.379 0.663
O 0.210 0.569 1.781 -0.415
N -1.007 1.741 0.116 -1.052
N -0.753 0.611 -0.595 -0.125
C -0.043 0.714 -1.743 -0.182
C -0.309 -0.159 -2.855 0.708
C 0.242 0.074 -4.131 -1.102
C 0.117 -0.881 -5.111 -0.205
C -0.606 -2.035 -4.837 -0.573
C -1.165 -2.156 -3.572 -0.121
N -1.028 -1.270 -2.611 -0.314
H -2.368 2.870 0.412 0.457
H -3.298 5.098 2.961 0.384
H -1.988 5.286 5.069 0.336
H -0.104 3.734 5.480 0.359
H 0.520 2.069 3.783 0.372
H 0.402 1.689 -1.981 0.366
H 0.811 0.975 -4.308 0.332
H 0.581 -0.744 -6.082 0.366
H -0.710 -2.819 -5.570 0.332
H -1.754 -3.029 -3.308 0.379
O 3.463 -5.953 -0.823 -0.676
C 3.060 -4.784 -0.723 0.535
C 2.851 -4.047 0.573 -0.113
O 3.190 -4.438 1.693 -0.704
C 2.197 -2.804 0.190 0.643
C 2.128 -2.693 -1.208 0.862
O 1.589 -1.617 -1.673 -0.677
C 2.695 -3.884 -1.852 -0.020
O 2.849 -4.102 -3.061 -0.705
O 1.683 -1.809 0.852 -0.414
F 0.378 -0.966 3.350 -0.294
C -0.455 -0.303 2.527 0.453
F -1.050 -1.283 1.757 -0.296
H -1.258 0.148 3.145 0.390
```

Values from the calculation:
ΔE to the lowest compared entry with this formula, charge and spin ... 84.04 kcal per mole
HOMO-LUMO gap (spin up / spin down) ... 4.46 / 6.07 eV
Total charge ... -2
E_HOMO (spin up / spin down) ... 0.5567 / -1.0885 eV
Calculated total energy ... -72539.8933 eV
2S+1 ... 5


C58H72Br6N6O27 as an isolated structure, computed with wB97M-V/def2-TZVPD.

Geometry as XYZ:
```
169
Properties=species:S:1:pos:R:3:mulliken_charge:R:1
C -1.426 0.571 -0.190 0.542
C -0.974 -0.732 -0.287 -0.205
C 0.366 -1.037 -0.473 -1.314
C 1.274 0.028 -0.661 -0.744
C 0.770 1.354 -0.696 -0.061
C -0.563 1.643 -0.371 -0.624
N 2.731 -0.195 -0.588 1.551
O 3.105 -1.250 -0.076 -0.520
O 3.399 0.786 -0.940 -0.658
H -2.433 0.648 0.195 0.350
H -1.663 -1.518 -0.014 0.766
H 0.756 -2.036 -0.343 0.672
H 1.389 2.201 -0.953 0.496
H -1.004 2.623 -0.259 0.189
C 4.206 3.990 0.446 0.170
C 5.438 3.445 0.228 -0.835
C 6.539 4.027 0.834 -0.348
C 6.452 5.209 1.586 -0.109
C 5.148 5.701 1.862 -0.619
C 4.056 5.104 1.265 -0.311
N 7.685 5.865 2.115 0.994
O 8.748 5.460 1.699 -0.586
O 7.533 6.783 2.864 -0.591
H 3.369 3.474 -0.002 0.394
H 5.601 2.617 -0.445 0.487
H 7.556 3.715 0.652 0.456
H 5.030 6.587 2.469 0.426
H 3.104 5.561 1.488 0.482
C -4.736 -5.720 -2.819 -0.632
C -3.835 -6.352 -3.681 -0.639
C -2.493 -5.930 -3.729 -0.530
C -2.113 -4.823 -2.960 0.120
C -3.022 -4.155 -2.158 0.152
C -4.355 -4.618 -2.114 -1.152
N -0.706 -4.353 -3.010 0.778
O -0.278 -3.686 -2.062 -0.188
O -0.037 -4.816 -3.941 -0.607
H -5.787 -5.968 -2.782 0.447
H -4.043 -7.193 -4.327 0.398
H -1.748 -6.448 -4.315 0.513
H -2.797 -3.234 -1.640 0.874
H -5.106 -4.099 -1.537 0.472
C 5.799 -2.543 -0.082 -0.512
C 6.198 -1.316 -0.544 0.027
C 7.143 -1.193 -1.545 -0.577
C 7.665 -2.332 -2.186 0.058
C 7.284 -3.592 -1.724 -0.431
C 6.359 -3.672 -0.649 -0.491
N 8.542 -2.252 -3.368 0.946
O 8.941 -1.148 -3.692 -0.576
O 8.993 -3.329 -3.790 -0.574
H 5.152 -2.536 0.782 0.430
H 5.831 -0.439 -0.032 0.418
H 7.518 -0.250 -1.915 0.423
H 7.545 -4.546 -2.158 0.428
H 6.025 -4.613 -0.238 0.399
C 2.023 -1.786 3.179 -0.207
C 1.548 -0.721 3.962 -0.733
C 0.556 -0.941 4.823 -0.387
C -0.056 -2.182 5.023 -0.329
C 0.439 -3.252 4.189 -0.547
C 1.438 -3.026 3.279 -0.403
N -1.057 -2.368 6.025 1.158
O -1.856 -3.310 5.823 -0.620
O -1.126 -1.622 6.949 -0.629
H 2.785 -1.631 2.430 0.549
H 1.914 0.295 3.998 0.616
H 0.169 -0.112 5.397 0.556
H -0.004 -4.197 4.466 0.488
H 1.874 -3.875 2.773 0.401
C 1.139 9.663 -2.657 -0.239
C 1.838 8.610 -3.285 -0.765
C 1.718 7.341 -2.691 -0.129
C 0.940 7.114 -1.535 -0.035
C 0.312 8.232 -0.935 -0.039
C 0.411 9.530 -1.517 -0.919
N 0.746 5.745 -0.930 1.054
O 0.027 5.587 0.042 -0.533
O 1.467 4.871 -1.286 -0.480
H 1.310 10.626 -3.114 0.356
H 2.530 8.756 -4.101 0.425
H 2.368 6.615 -3.157 0.397
H -0.317 8.190 -0.058 0.515
H -0.087 10.427 -1.180 0.402
C -2.785 -1.158 2.922 0.576
C -4.234 -0.781 2.841 0.340
O -4.890 -0.755 4.127 -0.403
C -5.253 -1.882 4.728 0.795
O -5.298 -3.014 4.306 -0.553
O -5.771 -1.465 5.890 -0.331
C -6.235 -2.362 6.847 -0.730
H -2.409 -2.139 3.213 0.142
H -2.279 -0.421 3.546 -0.372
H -2.381 -1.053 1.915 -0.482
H -4.737 -1.461 2.154 -0.313
H -4.457 0.210 2.443 0.178
H -7.007 -1.863 7.434 0.288
H -5.432 -2.760 7.467 0.290
H -6.839 -3.200 6.498 0.318
C -3.605 -0.775 -4.052 -1.207
C -3.702 -0.479 -2.575 1.174
O -4.724 -1.207 -1.963 -0.419
C -5.378 -0.785 -0.929 0.926
O -5.092 0.219 -0.269 -0.622
O -6.503 -1.522 -0.698 -0.427
C -7.301 -1.224 0.411 -0.598
H -4.398 -0.407 -4.703 0.348
H -3.696 -1.860 -4.107 0.328
H -2.678 -0.484 -4.545 0.064
H -3.725 0.606 -2.475 0.045
H -2.722 -0.724 -2.165 -0.452
H -7.533 -0.174 0.586 0.292
H -6.842 -1.623 1.315 0.205
H -8.253 -1.720 0.221 0.295
C 3.870 -0.169 -8.666 -1.224
C 4.062 -0.333 -7.154 -0.234
O 2.828 -0.795 -6.598 -0.320
C 2.599 -0.666 -5.308 0.632
O 3.242 0.002 -4.543 -0.552
O 1.511 -1.420 -5.066 -0.378
C 1.197 -1.734 -3.748 -0.079
H 2.976 0.374 -8.973 0.298
H 3.709 -1.092 -9.223 0.328
H 4.691 0.421 -9.074 0.386
H 4.255 0.667 -6.767 0.255
H 4.955 -0.855 -6.809 0.375
H 1.854 -2.369 -3.154 0.462
H 0.277 -2.315 -3.803 0.001
H 0.946 -0.792 -3.260 0.021
C 1.152 -6.145 0.949 -1.749
C -0.084 -5.254 0.664 1.017
O -1.126 -5.653 1.573 -0.391
C -2.228 -5.027 1.436 0.707
O -2.385 -3.967 0.847 -0.102
O -3.109 -5.652 2.144 -0.459
C -4.433 -5.160 2.175 -0.235
H 0.859 -7.194 0.926 0.443
H 1.421 -5.953 1.988 0.366
H 1.991 -6.103 0.254 0.352
H -0.388 -5.348 -0.379 -0.084
H 0.204 -4.232 0.907 -0.218
H -4.984 -5.605 3.003 0.260
H -5.035 -5.431 1.307 0.274
H -4.367 -4.077 2.282 -0.104
C -3.274 3.353 5.449 -1.648
C -2.595 2.100 4.953 0.004
O -1.857 2.465 3.792 0.222
C -0.505 2.574 3.808 0.524
O 0.253 2.304 4.776 -0.691
O -0.135 3.069 2.640 -0.006
C 1.204 3.112 2.185 -0.258
H -2.731 4.297 5.509 0.279
H -3.443 3.033 6.477 0.414
H -4.211 3.448 4.900 0.380
H -3.232 1.238 4.754 0.209
H -1.884 1.758 5.705 0.326
H 1.818 3.709 2.859 0.697
H 1.332 3.696 1.274 -0.510
H 1.671 2.127 2.168 0.206
C -3.354 5.150 1.182 0.514
Br -3.620 5.620 3.087 0.047
Br -3.310 6.823 0.070 -0.072
Br -4.510 3.644 0.482 0.155
H -2.319 4.818 1.105 -0.521
C -1.307 2.277 -4.005 0.726
Br -3.158 2.782 -3.700 0.231
Br -0.084 3.801 -3.834 0.094
Br -1.205 1.366 -5.790 0.161
H -1.026 1.528 -3.265 -0.581
```

Values from the calculation:
HOMO-LUMO gap (spin up / spin down) ... 6.53 / 1.03 eV
Total charge ... +1
E_HOMO (spin up / spin down) ... -11.0975 / -11.0926 eV
Calculated total energy ... -545761.9188 eV
2S+1 ... 2


A 2-piece molecular cluster, H4IN2P overall, computed with wB97M-V/def2-TZVPD.

Geometry as XYZ:
```
8
Properties=species:S:1:pos:R:3:mulliken_charge:R:1
N 0.189 -0.738 -1.820 -0.430
N -0.048 1.084 1.163 -0.651
P 1.270 0.273 -1.073 0.194
I 0.513 2.362 -2.038 -0.011
H 0.332 -1.728 -1.728 0.258
H -0.782 -0.480 -1.936 0.265
H 0.036 0.192 1.654 0.183
H 0.690 1.669 1.548 0.192
```

Values from the calculation:
ΔE to the lowest compared entry with this formula, charge and spin ... 61.08 kcal per mole
HOMO-LUMO gap (spin up / spin down) ... 7.73 / 7.38 eV
Total charge ... 0
E_HOMO (spin up / spin down) ... -8.3391 / -7.9477 eV
Calculated total energy ... -20432.9528 eV
2S+1 ... 1